Computed, not measured: a molecular structure, C59H148Cl2N11O16V, with wB97M-V/def2-TZVPD.

The geometry in XYZ format:
```
237
Properties=species:S:1:pos:R:3:forces:R:3:mulliken_spin:R:1
O 2.587330 3.314889 -1.352846 -1.60 1.42 -2.75 0.00
H 3.069374 2.841078 -2.018683 0.78 -0.30 -0.97 0.00
H 2.891517 3.052457 -0.536884 1.12 -1.01 3.22 0.01
H 0.929938 2.870245 -1.631774 -0.27 0.90 0.94 0.00
V 2.012855 1.583899 3.736705 0.89 0.84 -1.12 2.88
Cl -0.143737 -0.382493 0.555790 0.61 -1.20 -1.95 -0.03
O -0.399057 1.025939 0.858625 -0.29 -0.26 0.07 -0.02
O 0.232353 -1.030086 1.782383 0.26 -0.03 0.04 0.06
O -1.316564 -1.032337 -0.002309 0.26 0.62 0.82 0.00
O 0.904223 -0.474558 -0.476764 -0.67 0.36 1.58 0.02
Cl 2.520136 2.846851 1.636240 -0.15 -0.41 0.79 0.03
C 2.113537 -4.567582 0.818251 0.31 0.66 0.67 0.00
C 3.139454 -4.412402 -0.310183 -0.73 -0.51 -0.89 0.00
C 3.998647 -3.185021 -0.141760 -0.20 0.32 0.73 0.00
C 5.168957 -3.112645 -1.138292 -0.13 0.01 1.33 0.00
C 5.972884 -4.373880 -1.010826 1.15 0.06 1.69 0.00
C 5.204039 -5.653113 -1.147771 0.39 -0.03 0.24 0.00
N 4.067348 -5.535525 -0.212600 -0.39 -0.75 -0.56 0.00
O 3.269090 -6.734890 -0.293523 0.79 -0.22 0.60 0.00
C 4.992147 -5.979308 -2.614784 -1.06 0.27 -0.63 0.00
C 6.160761 -6.679260 -0.576583 1.16 -0.23 0.84 0.00
C 2.308855 -4.327432 -1.576226 0.04 -1.45 -1.83 0.00
H 1.225111 -5.150518 0.547415 0.50 -0.15 -0.01 0.00
H 1.733665 -3.546708 1.010698 0.11 -0.33 0.38 0.00
H 2.626539 -5.013450 1.703470 -0.58 0.48 -0.41 0.00
H 3.343127 -2.281932 -0.162086 0.54 -0.53 0.11 0.00
H 4.381061 -3.383844 0.887847 0.23 0.90 -0.46 0.00
H 5.765058 -2.246230 -0.848355 0.16 0.02 -0.28 0.00
H 4.875166 -2.988842 -2.163982 -0.49 0.19 -0.43 0.00
H 6.428863 -4.512937 0.025519 -0.38 0.98 -1.07 0.00
H 6.792840 -4.441509 -1.716732 0.25 0.28 -0.16 0.00
H 4.187024 -6.743546 -2.735696 0.92 0.30 -0.10 0.00
H 4.658146 -5.073684 -3.148379 0.07 -0.37 0.02 0.00
H 5.972686 -6.251209 -3.063021 -0.79 -0.22 0.27 0.00
H 7.233960 -6.411344 -0.771250 -0.98 -0.25 -0.21 0.00
H 6.097100 -6.695825 0.519406 -0.16 -0.04 -0.15 0.00
H 5.990929 -7.665408 -0.952928 -0.15 -0.73 -0.20 0.00
H 1.700509 -3.432005 -1.589756 -0.46 0.07 0.23 0.00
H 1.715950 -5.269127 -1.729422 0.10 0.97 0.48 0.00
H 2.873500 -4.308248 -2.523005 0.23 0.31 0.47 0.00
H 3.627964 -7.205975 0.481070 -0.51 -0.06 -0.53 0.00
C -5.667863 1.686465 -4.914315 -1.76 -0.22 0.41 0.00
C -5.938116 0.451231 -3.989540 -0.46 2.13 -0.72 0.00
C -7.396221 0.052908 -4.027373 -0.29 -0.94 1.10 0.00
C -7.823486 -0.593055 -5.299319 -0.28 -0.16 -0.51 0.00
C -6.985988 -1.804472 -5.469536 0.45 -2.14 1.17 0.00
C -5.485614 -1.608278 -5.332859 1.03 1.01 0.05 0.00
N -5.192942 -0.758156 -4.145982 0.51 -0.57 -0.86 0.00
O -3.780387 -0.457923 -4.108587 -0.90 -0.44 0.05 0.00
C -4.694437 -2.927009 -5.048450 -2.96 0.54 -0.94 0.00
C -5.032291 -0.984760 -6.671177 0.27 -0.15 -0.26 0.00
C -5.750559 0.893896 -2.571133 1.47 0.06 1.27 0.00
H -4.794806 2.204954 -4.622543 1.14 0.47 0.23 0.00
H -6.530595 2.362504 -4.735098 0.49 -0.14 0.11 0.00
H -5.687852 1.571436 -5.985151 0.25 -0.58 -0.32 0.00
H -7.323113 -0.706906 -3.229176 -0.92 -0.28 -0.30 0.00
H -8.115893 0.771171 -3.633632 0.40 0.52 -0.27 0.00
H -7.556918 -0.027989 -6.169161 -0.50 1.20 -0.44 0.00
H -8.901619 -0.830465 -5.309234 0.48 0.10 -0.12 0.00
H -7.117979 -2.344144 -6.388585 -0.36 -0.08 -0.71 0.00
H -7.276513 -2.504008 -4.698463 -0.18 -0.50 0.44 0.00
H -3.676981 -2.646145 -4.926076 0.94 -0.38 -0.44 0.00
H -5.096545 -3.327829 -4.114649 0.14 -0.13 -0.04 0.00
H -5.014153 -3.596653 -5.882849 1.07 0.11 0.62 0.00
H -4.089286 -0.427599 -6.595250 -0.19 -0.31 -0.03 0.00
H -4.953182 -1.795797 -7.400875 0.39 0.00 0.04 0.00
H -5.785984 -0.337216 -7.126021 0.06 0.17 0.34 0.00
H -4.734716 1.256575 -2.329942 -0.24 -0.27 -0.38 0.00
H -5.908638 -0.006584 -1.961717 -0.14 0.45 0.24 0.00
H -6.397788 1.707842 -2.290517 -0.58 0.15 0.09 0.00
H -3.544484 -1.116006 -3.401933 0.36 0.31 -0.01 0.00
C -2.467937 7.727461 0.795699 0.68 0.18 -1.24 0.00
C -2.043689 6.278163 0.598094 -1.31 -0.67 -0.97 0.00
C -3.306444 5.378374 0.572265 0.53 -0.94 0.61 0.00
C -4.154648 5.560391 -0.651129 -0.11 -1.64 -0.10 0.00
C -3.287723 5.460765 -1.868013 -0.81 -1.18 -0.25 0.00
C -2.090487 6.358225 -1.975121 -1.79 0.16 0.74 0.00
N -1.360090 6.056723 -0.736090 1.73 0.85 0.78 0.00
O -0.255934 7.033669 -0.698871 0.42 -1.10 -0.17 0.00
C -1.396717 5.913587 -3.214185 1.76 -0.97 0.95 0.00
C -2.460707 7.803466 -2.190443 0.42 -0.05 -0.92 0.00
C -1.076627 5.853398 1.716036 -0.56 0.49 -0.64 0.00
H -2.789848 7.831500 1.788748 -0.01 0.48 1.63 0.00
H -3.321705 8.054693 0.207270 0.02 -0.40 0.05 0.00
H -1.618228 8.363855 0.499252 -0.43 0.03 0.64 0.00
H -2.989758 4.322947 0.600079 0.37 0.05 -0.46 0.00
H -3.907694 5.353517 1.476521 0.02 0.95 0.43 0.00
H -4.779065 6.413225 -0.704591 -0.40 1.27 0.35 0.00
H -4.867158 4.711960 -0.717409 0.24 0.36 0.16 0.00
H -3.964800 5.516407 -2.706129 0.12 0.39 -0.74 0.00
H -2.887121 4.440933 -1.915163 -0.06 -0.17 0.04 0.00
H -2.097587 5.682464 -3.981088 -0.49 -0.11 -0.65 0.00
H -0.699128 6.651330 -3.532999 0.63 0.56 -0.50 0.00
H -0.820732 5.022701 -2.941335 0.02 -0.12 -0.43 0.00
H -2.781305 7.871869 -3.238602 -0.30 0.28 0.38 0.00
H -3.164286 8.196725 -1.498538 -0.69 0.30 -0.03 0.00
H -1.548019 8.363284 -2.112648 0.38 0.56 0.03 0.00
H -0.269198 6.579404 1.716464 0.28 -0.06 0.18 0.00
H -0.666390 4.840753 1.536182 -0.35 0.39 0.30 0.00
H -1.640077 5.990552 2.652908 0.38 -0.53 -0.10 0.00
H 0.539948 6.487550 -0.546816 -0.55 0.28 -0.22 0.00
C -2.164581 2.423863 4.830928 1.17 -0.16 0.41 0.00
C -0.749622 2.654408 4.215987 -1.08 -0.04 -0.03 0.09
C 0.107795 3.360585 5.216280 -0.27 -0.05 1.29 0.05
O 1.406542 3.636909 4.737263 0.00 -0.50 0.04 -0.01
C 1.468878 4.959127 4.177791 1.00 -1.05 -0.54 0.01
N -0.082881 1.405932 3.793195 0.32 0.99 -1.32 -0.03
H -2.016007 1.699166 5.670625 -0.49 0.39 -0.71 0.00
H -2.867191 2.053281 4.089779 0.03 -0.23 0.09 0.00
H -2.564084 3.355140 5.248801 0.10 -0.13 -0.11 0.00
H -0.806830 3.276349 3.327225 -0.18 0.11 -0.23 -0.04
H 0.210074 2.711320 6.084522 0.15 -0.23 0.19 -0.03
H -0.361555 4.268739 5.615823 0.04 0.00 -0.34 0.01
H 2.408352 4.906713 3.613287 -0.31 0.72 0.10 -0.01
H 1.469306 5.686091 4.988472 -0.03 0.12 -0.16 0.00
H 0.639966 5.053287 3.486397 -0.06 0.47 -0.07 0.01
H -0.266815 1.262718 2.770429 -0.21 -0.54 1.32 -0.10
H -0.283510 0.631487 4.405007 -0.81 -0.53 -0.02 0.03
C -1.981062 1.167129 -2.166092 2.10 -0.45 -0.35 0.00
C -0.490390 1.673663 -2.372224 -0.19 0.43 -0.93 0.00
C -0.247885 2.308531 -3.813515 -2.58 -1.87 0.43 0.00
O 0.934187 2.951929 -4.001433 0.39 0.64 3.03 0.00
C 1.169538 3.374837 -5.257318 1.61 1.68 -2.68 0.00
N -0.041207 2.658083 -1.281789 0.52 -0.97 -1.14 0.00
H -2.221609 0.322682 -2.816548 0.23 0.55 -0.23 0.00
H -2.684943 1.947601 -2.300110 -0.54 0.97 -0.59 0.00
H -2.189939 0.777727 -1.187853 0.47 -0.05 0.68 0.00
H 0.296053 0.894634 -2.432737 -0.78 0.05 1.11 0.00
H -1.157699 2.880172 -4.049661 0.31 0.38 -0.29 0.00
H -0.207917 1.431691 -4.483790 -0.64 -0.03 0.08 0.00
H 0.534594 4.218352 -5.669692 0.27 -0.83 0.80 0.00
H 1.149914 2.562587 -5.979382 -0.34 -0.39 -0.22 0.00
H 2.228788 3.725721 -5.279639 -0.79 -0.02 0.06 0.00
H 0.091901 2.139144 -0.383819 -0.38 0.42 -0.49 0.00
H -0.616629 3.512663 -1.139976 0.37 -0.52 -0.29 0.00
C 3.239845 -2.621000 4.184714 0.65 -1.52 0.59 0.00
C 2.681907 -1.302071 4.397613 -2.58 1.89 1.21 0.01
C 3.140053 -0.545285 5.646424 0.71 0.93 -1.52 0.01
O 2.420770 0.727942 5.573841 -0.03 -0.99 0.66 0.05
C 2.639696 1.524302 6.717658 -0.64 1.05 0.04 0.01
N 2.853465 -0.418769 3.242401 0.14 1.12 0.83 -0.04
H 4.320733 -2.521735 4.298464 0.16 -0.65 0.10 0.00
H 3.031231 -2.979813 3.192371 -0.09 -0.04 -0.58 0.00
H 2.749009 -3.341355 4.853289 0.72 0.17 0.10 0.00
H 1.584774 -1.347932 4.634475 0.74 -0.35 -0.75 0.00
H 4.196463 -0.217268 5.547213 -0.23 -0.68 0.39 -0.01
H 2.914278 -1.067944 6.572049 0.02 0.01 0.04 0.00
H 1.858958 1.378555 7.455369 -0.36 -0.05 0.06 0.00
H 2.658120 2.568874 6.382805 0.01 -0.23 0.31 0.00
H 3.553320 1.273861 7.194524 1.09 -0.19 0.27 0.00
H 2.573924 -0.904240 2.412600 -0.16 -0.10 -0.63 0.00
H 3.838300 -0.135622 3.199401 -0.10 -0.21 -0.25 0.00
C 4.019346 -0.164970 -2.327117 0.73 -0.71 1.11 0.00
C 3.085245 0.334245 -3.397381 0.36 0.44 -0.92 0.00
C 3.861669 1.189703 -4.380172 0.45 0.27 0.56 0.00
O 3.975951 2.426821 -3.734061 0.10 0.67 0.86 0.00
C 4.847568 3.326016 -4.333401 1.03 0.45 -0.10 0.00
N 2.397655 -0.663504 -4.217673 0.22 -0.01 0.61 0.00
H 4.627244 0.629690 -1.939257 0.01 1.13 0.27 0.00
H 4.867551 -0.825803 -2.629692 -1.20 -0.16 -0.28 0.00
H 3.484548 -0.543075 -1.433043 0.25 -0.24 -0.66 0.00
H 2.398197 1.062153 -2.909270 -0.08 -0.84 -0.51 0.00
H 3.325090 1.344057 -5.309374 -0.08 -0.30 -0.34 0.00
H 4.871986 0.764592 -4.549944 -0.32 0.08 -0.23 0.00
H 5.889909 2.964649 -4.334766 -0.01 0.12 0.71 0.00
H 4.754227 4.320324 -3.838050 0.10 -0.81 -0.49 0.00
H 4.689470 3.364014 -5.399286 -0.68 0.55 -0.63 0.00
H 1.585262 -0.962272 -3.696849 0.04 -0.83 -0.15 0.00
H 3.066292 -1.425956 -4.415783 -0.96 0.28 0.29 0.00
C 5.506001 0.160498 1.237850 0.12 -1.66 -1.08 0.00
C 6.204170 0.247742 2.569023 -0.82 -0.44 -0.44 0.00
C 7.664668 0.504679 2.314175 -0.24 -1.10 0.78 0.00
O 8.271782 0.402674 3.573561 0.94 0.42 0.00 0.00
C 9.589123 -0.124941 3.541148 -0.18 0.02 1.17 0.00
N 5.493160 1.192332 3.418430 -0.01 0.99 0.43 0.00
H 5.725471 0.922817 0.520327 0.50 1.05 -0.05 0.00
H 4.438534 0.158484 1.278122 -0.81 -0.07 0.27 0.01
H 5.795806 -0.756696 0.684588 -0.15 0.24 0.51 0.00
H 6.129896 -0.717620 3.141777 0.29 0.50 -0.80 0.00
H 7.907388 1.391535 1.768142 -0.08 1.23 0.01 0.00
H 8.001477 -0.272396 1.646283 0.27 -0.78 -0.20 0.00
H 9.562760 -1.178947 3.319153 -0.07 -0.60 -0.17 0.00
H 9.993604 -0.002326 4.553025 -0.05 -0.03 -0.27 0.00
H 10.269672 0.337557 2.846932 0.06 0.58 -0.46 0.00
H 6.145102 1.515509 4.125292 -0.10 0.03 0.25 0.00
H 5.183104 2.026408 2.913712 0.24 -0.25 -0.14 0.00
C -1.058374 -2.325686 -3.214571 1.01 -0.34 0.64 0.00
C -2.146772 -3.211153 -2.581537 1.27 0.56 -0.65 0.00
C -1.532984 -4.055185 -1.481971 -0.03 0.36 1.71 0.00
O -2.525169 -4.757426 -0.773640 -1.77 -0.43 -0.31 0.00
C -2.350654 -5.141067 0.561367 0.41 -0.12 0.38 0.00
N -3.232383 -2.339415 -2.168796 -0.25 -0.33 0.61 0.00
H -0.238125 -2.977055 -3.536968 -0.01 0.09 -0.21 0.00
H -0.593815 -1.625534 -2.486022 -0.50 -0.30 -0.18 0.00
H -1.408160 -1.752931 -4.068728 -0.22 -0.06 -0.08 0.00
H -2.471125 -3.861702 -3.365533 -0.65 -0.45 -0.50 0.00
H -1.052944 -3.363075 -0.810195 0.30 0.61 0.58 0.00
H -0.747270 -4.751106 -1.719625 0.35 -0.32 -1.03 0.00
H -1.376532 -5.557842 0.732724 0.88 -0.42 -0.09 0.00
H -3.054000 -5.937893 0.867638 0.00 0.59 -0.55 0.00
H -2.406888 -4.318496 1.281841 -0.32 0.29 -0.19 0.00
H -3.015268 -1.973280 -1.233451 -0.31 -0.13 -0.45 0.00
H -4.098241 -2.875530 -2.143215 0.12 0.25 0.37 0.00
C -2.169836 -2.240114 7.144536 -0.40 0.70 -0.62 0.00
C -0.866139 -2.154296 6.312193 -0.78 -0.74 -0.21 0.00
C -0.719972 -3.556382 5.839026 -0.33 -1.34 -0.70 0.00
O 0.483789 -3.765054 5.168729 0.84 0.38 -0.26 0.00
C 0.627829 -5.032297 4.585538 1.12 0.10 -0.77 0.00
N -1.018248 -1.249629 5.178981 0.22 0.53 -0.19 -0.01
H -2.352875 -1.372942 7.795076 0.08 -0.26 -0.25 0.00
H -2.160946 -3.158799 7.737696 -0.07 0.31 0.10 0.00
H -3.035185 -2.323056 6.411073 0.98 0.16 0.88 0.00
H 0.065330 -1.978360 6.819209 0.20 0.80 0.86 0.00
H -1.553783 -3.705138 5.151344 -0.29 -0.44 -0.22 0.00
H -0.801980 -4.292342 6.640657 -0.04 -0.02 0.24 0.00
H 0.377969 -5.842436 5.235394 -0.01 -0.52 1.01 0.00
H 1.701624 -5.134599 4.269281 -1.10 0.03 0.21 0.00
H -0.024311 -5.186574 3.732241 -0.13 0.33 -0.52 0.00
H -0.226683 -1.307341 4.537143 0.05 -0.35 0.34 0.02
H -1.762048 -1.615362 4.589635 -0.53 0.29 -0.12 0.00
C -3.899934 0.205029 1.729371 -0.45 0.83 1.24 0.00
C -4.354012 -1.108826 2.332135 1.44 -1.48 -2.43 0.00
C -5.134953 -1.887522 1.252674 -0.22 1.12 0.09 0.00
O -5.512680 -3.103789 1.830186 0.63 0.35 -0.01 0.00
C -5.741117 -4.104022 0.870117 0.03 1.31 -0.17 0.00
N -3.115040 -1.873832 2.689577 -1.31 -0.42 1.21 0.00
H -3.508185 0.184607 0.737796 0.27 -0.61 -0.80 0.00
H -3.127216 0.632044 2.348187 0.52 0.11 0.31 0.00
H -4.672494 0.958793 1.725415 -0.59 0.13 -0.01 0.00
H -4.998864 -1.021348 3.166901 -0.46 0.33 1.03 0.00
H -4.507065 -2.004177 0.314884 -0.51 -0.10 0.98 0.00
H -6.042990 -1.286538 0.981929 0.48 -0.42 -0.06 0.00
H -6.601491 -3.811849 0.291749 -0.75 -0.28 -0.35 0.00
H -5.915402 -4.949286 1.478603 -0.15 -1.42 -0.06 0.00
H -4.910987 -4.149156 0.163547 0.26 -0.53 0.15 0.00
H -3.239377 -2.897068 2.651852 -0.43 0.78 0.09 0.00
H -2.456413 -1.665068 1.991915 1.24 0.29 -1.08 0.00
```
Positions in Å, forces in eV/Å.

Properties
Spin multiplicity ... 4
Energy ... -163450.05616 eV
Net charge ... +1
⟨S²⟩ ... 3.76